1.
Molecular formula: C18H27N4O2PdS
Method: DFT, the ωB97M-V functional and the def2-TZVPD basis

The geometry in XYZ format:
```
53
Properties=species:S:1:pos:R:3:forces:R:3:mulliken_spin:R:1
S 1.604 1.480 1.833 -0.01 -0.07 -0.01 0.57
N -1.458 1.513 0.874 0.01 0.01 -0.03 0.38
H -0.145 -3.069 1.974 0.00 0.00 0.00 0.02
H 1.051 -1.830 -2.189 -0.01 0.01 0.00 0.00
C -0.245 -1.999 1.775 0.01 0.01 0.01 -0.02
H 1.474 0.271 -2.930 0.00 0.00 0.00 0.00
N 0.366 -1.669 0.476 0.01 -0.02 0.06 0.32
H -0.086 -3.410 -0.637 0.00 0.00 0.00 0.01
H -1.306 -1.755 1.754 -0.01 0.01 0.00 0.00
C 3.243 1.606 1.416 0.00 0.02 0.00 0.12
N -0.332 -0.266 -1.959 -0.03 -0.01 -0.04 0.11
C 5.500 2.061 2.182 -0.01 0.00 0.00 -0.05
H 6.186 2.321 2.979 0.00 0.00 0.00 0.00
H -1.417 -2.281 -0.429 0.00 0.00 0.00 0.00
H 3.058 1.059 -0.680 0.00 0.00 0.00 -0.03
O 7.794 0.804 -0.181 -0.01 0.01 -0.01 0.07
H -1.572 2.752 -0.788 0.00 0.01 0.01 -0.01
H -2.003 0.997 -2.212 0.00 -0.01 -0.01 0.00
H 7.873 3.238 1.619 0.00 -0.01 -0.01 0.00
H 0.112 -0.016 -4.026 0.00 0.00 0.00 0.01
H -3.376 4.174 0.115 0.00 0.00 0.00 0.00
C -1.784 -0.068 -2.163 0.01 0.00 0.01 0.01
H 0.263 -1.451 2.568 0.00 0.00 0.00 0.00
H -2.099 -0.521 -3.106 0.01 0.00 0.00 0.00
H 0.168 1.470 -3.064 0.00 0.00 0.00 0.02
C -0.010 -1.718 -1.965 0.02 0.01 0.01 0.02
C 5.084 1.388 -0.129 0.02 0.00 0.02 0.04
N -4.449 3.782 2.532 -0.02 0.01 0.01 0.45
C 4.153 1.995 2.442 0.00 0.00 0.00 0.14
C -2.983 3.347 0.694 0.00 -0.01 0.02 0.22
H 1.929 -3.090 0.605 0.00 0.00 0.00 0.01
Pd 0.395 0.492 -0.020 -0.01 0.04 0.00 1.32
C 3.746 1.324 0.117 -0.01 -0.03 0.00 0.07
H -2.352 -0.516 -1.350 0.00 0.00 0.00 0.00
C -1.911 1.239 2.113 0.00 -0.01 0.00 -0.10
C -3.485 3.055 2.000 0.03 -0.02 -0.02 0.08
C 5.977 1.759 0.902 -0.01 0.00 -0.05 0.20
C -0.349 -2.348 -0.633 -0.02 0.02 0.00 -0.03
C 1.805 -2.009 0.497 0.01 0.01 -0.01 -0.01
H -1.441 0.416 2.632 0.00 -0.02 0.01 -0.01
H -4.817 3.589 3.461 0.00 0.00 0.00 -0.02
C -1.983 2.553 0.193 0.00 0.01 -0.01 -0.09
H 5.498 1.146 -1.099 0.00 0.00 0.00 0.00
H 3.770 2.214 3.430 0.00 0.01 0.00 0.00
H -3.248 1.709 3.716 0.00 0.00 0.00 0.00
H 2.291 -1.701 -0.430 0.01 0.01 0.01 0.01
H -4.868 4.566 2.036 0.00 0.00 0.00 -0.02
H 2.283 -1.512 1.338 0.00 0.00 0.00 0.00
H -0.556 -2.221 -2.768 0.00 0.00 0.00 0.00
C -2.911 1.961 2.719 -0.01 0.02 -0.02 0.21
C 7.448 1.672 0.565 0.01 0.00 0.07 0.00
C 0.400 0.406 -3.060 0.01 0.01 0.01 -0.01
O 8.297 2.511 1.144 0.00 0.00 -0.02 0.00
```
Positions in Å, forces in eV/Å.

As for the gap between HOMO and LUMO (spin up / spin down): 7.60 / 3.85 eV. The value obtained for the electronic energy is -1596.59197 hartree. Its total charge is +3. The spin multiplicity is 5. As for the expectation value of S²: 6.09.


2.
Molecular formula: C16H12AsBrN5O3ReS4
Method: DFT, the ωB97M-V functional and the def2-TZVPD basis

The geometry in XYZ format:
```
43
Properties=species:S:1:pos:R:3:forces:R:3:nbo_charge:R:1
H -4.643 -1.465 3.500 0.04 -0.03 0.07 0.40
C 4.687 -0.971 -1.870 -0.19 -0.03 0.00 -0.01
O -1.551 -1.131 2.194 0.03 0.07 -0.05 -0.54
C 0.240 -0.482 -0.861 -0.09 0.07 -0.13 -0.09
C -0.741 -0.478 0.135 -0.09 0.00 -0.03 0.11
S -5.370 3.346 0.364 -0.05 -0.02 -0.03 -0.21
H -1.615 1.075 -3.209 0.00 0.00 0.00 0.26
C -2.265 0.602 -1.240 0.06 0.08 -0.23 0.07
C 1.679 -1.770 0.788 -0.07 -0.03 0.18 -0.17
C 0.686 -1.778 1.691 0.24 -0.17 0.04 -0.19
C 1.511 -1.134 -0.519 -0.01 -0.10 -0.08 0.21
H 0.655 0.106 -2.889 0.00 0.00 0.01 0.24
C -6.057 -0.025 1.225 -0.07 -0.21 -0.18 0.86
N -4.705 -0.511 3.149 0.14 -0.02 -0.17 -0.63
H 5.526 -2.668 -2.895 -0.01 0.00 0.00 0.26
N -5.966 -0.303 2.568 -0.08 0.09 0.05 -0.51
C -1.340 0.629 -2.264 -0.12 0.00 0.10 -0.18
As -5.296 4.148 2.412 -0.03 -0.04 0.04 0.77
H -6.796 -0.328 3.137 -0.03 -0.01 0.00 0.42
H 2.627 -2.250 0.995 0.01 0.00 -0.01 0.25
H -4.568 0.127 3.931 0.00 0.06 0.02 0.42
N -1.974 0.060 -0.040 -0.11 -0.05 0.33 -0.40
C 4.899 0.319 -1.335 0.05 0.05 0.02 -0.10
C 6.146 0.872 -1.414 -0.06 0.01 0.02 -0.25
N 3.491 -1.624 -1.811 0.24 -0.16 -0.05 0.07
S -3.868 2.670 3.490 0.04 0.04 -0.05 -0.31
Re -3.215 -0.021 1.586 0.18 -0.03 0.42 1.08
O -4.854 -0.062 0.587 -0.01 0.04 -0.23 -0.70
S -2.566 2.014 2.018 -0.05 0.10 0.07 0.07
O -7.082 0.216 0.667 0.05 0.07 0.06 -0.55
H 7.798 -1.653 -3.034 0.00 0.01 0.00 0.27
H 6.342 1.858 -1.018 0.01 0.00 0.00 0.26
N 2.469 -1.156 -1.356 -0.06 0.27 0.03 -0.02
S -4.037 4.936 0.795 0.08 -0.02 -0.01 -0.19
C -0.568 -1.126 1.396 -0.23 0.11 -0.26 0.44
C 7.186 0.149 -2.029 0.07 0.02 -0.01 0.01
H 0.798 -2.268 2.649 -0.01 0.00 0.00 0.27
Br 8.871 0.922 -2.132 -0.06 -0.03 0.00 0.24
H 4.084 0.867 -0.877 0.00 0.00 0.00 0.23
C 5.729 -1.685 -2.491 0.07 0.00 -0.03 -0.07
H -3.262 1.012 -1.345 0.03 -0.01 0.01 0.25
C 6.980 -1.124 -2.566 -0.01 -0.05 -0.02 -0.25
C -0.067 0.087 -2.083 0.12 -0.07 0.06 -0.12
```
Positions in Å, forces in eV/Å.

As for the gap between HOMO and LUMO (spin up / spin down): 4.63 / 4.61 eV. The value obtained for the electronic energy is -7596.66904 hartree. Its total charge is +2.


3.
Molecular formula: C4H7NS2
Method: DFT, the ωB97M-V functional and the def2-TZVPD basis

The geometry in XYZ format:
```
14
Properties=species:S:1:pos:R:3:forces:R:3:nbo_charge:R:1
H 0.984 1.237 -1.437 -1.76 1.58 -0.19 0.23
S -2.258 -2.062 -0.062 -0.55 -0.05 0.72 0.03
H -2.308 1.009 1.889 -0.53 0.93 0.37 0.20
C 1.111 0.295 -1.003 0.63 -3.78 -0.90 -0.59
C -2.839 -0.785 0.837 -3.10 -1.50 -0.87 -0.39
H -3.987 -0.731 0.916 1.91 0.39 -0.01 0.23
H 3.186 0.811 -1.195 -0.63 -0.85 0.88 0.21
H 2.559 1.138 0.387 -0.42 -0.03 0.23 0.22
C 2.485 0.390 -0.400 2.31 -0.90 -0.16 -0.62
S -0.098 -0.800 -0.084 1.46 0.66 -1.69 0.75
H 1.043 -0.442 -1.903 0.93 1.22 0.99 0.20
H 2.930 -0.584 0.034 -0.76 1.43 -0.87 0.21
N -0.793 0.287 0.787 -0.10 1.65 0.87 -0.62
C -2.013 0.236 1.234 0.62 -0.73 0.64 -0.06
```
Positions in Å, forces in eV/Å.

As for the gap between HOMO and LUMO (spin up / spin down): 7.06 / 7.06 eV. The value obtained for the electronic energy is -1007.63710 hartree. Its total charge is 0.


4.
Molecular formula: C27H46BrN8O7PSTl
Method: DFT, the ωB97M-V functional and the def2-TZVPD basis

The geometry in XYZ format:
```
92
Properties=species:S:1:pos:R:3:forces:R:3:mulliken_charge:R:1
H -4.021 2.172 -1.285 0.02 0.01 -0.03 0.35
C 2.803 -1.420 4.649 -0.03 0.02 -0.05 -1.02
N -1.624 -3.649 1.770 -0.01 0.24 -0.18 0.87
C -2.488 4.982 -2.444 0.24 -0.37 -0.08 -0.23
C 1.982 -1.992 -3.280 0.01 0.03 0.03 -0.45
C 1.369 -1.178 -2.344 -0.01 -0.07 0.00 0.59
N 0.682 -4.475 0.836 -0.11 0.06 -0.06 0.46
C 1.304 -0.557 -5.126 0.00 -0.04 -0.04 -1.04
H -1.629 -3.694 3.874 -0.01 0.01 -0.01 0.32
H 2.144 1.661 -0.536 -0.03 -0.04 -0.08 -0.11
O 0.129 -1.936 0.822 0.09 0.20 0.00 0.33
H 2.805 -0.829 2.173 0.01 0.01 -0.03 0.47
H -3.685 -3.415 1.383 0.01 0.01 0.02 0.12
C 1.945 -1.688 -4.650 -0.03 0.02 0.00 -0.59
C 0.458 -5.775 1.423 0.03 0.06 0.04 -1.18
C -3.000 3.601 -0.052 -0.11 -0.11 -0.06 0.60
H -1.499 6.418 -1.230 0.05 -0.03 0.00 0.56
O 1.836 0.639 1.142 -0.05 -0.16 -0.18 -0.24
C -2.316 4.815 -0.042 0.11 -0.08 0.07 -0.47
H -3.218 -4.927 2.206 -0.01 -0.02 -0.02 0.34
H -2.891 -4.721 0.483 -0.02 -0.02 0.02 0.29
N -3.173 2.837 1.100 0.00 0.11 -0.11 -0.30
H -3.591 3.427 -3.403 0.04 -0.06 0.02 0.45
N -0.017 1.442 -4.272 0.05 0.00 -0.13 0.05
Tl -1.052 0.742 0.667 -0.13 -0.04 0.17 1.10
N -1.031 -3.476 -0.904 -0.25 -0.04 0.12 1.35
O -3.006 5.563 -4.921 0.00 -0.02 0.06 -0.74
H -2.338 -5.010 -1.557 -0.01 -0.01 0.00 0.37
C -3.219 3.794 -2.454 -0.01 0.18 0.08 -0.92
P -0.475 -3.276 0.644 0.22 -0.32 0.10 -1.71
O 0.094 0.451 3.212 0.14 -0.13 -0.05 -0.73
C 2.337 0.144 2.352 -0.11 0.28 -0.11 -1.06
H 2.109 4.485 -1.632 0.01 -0.05 -0.03 0.31
H -1.964 5.217 0.902 0.01 0.02 0.00 0.28
H -0.538 -5.826 1.855 0.00 0.01 0.01 0.28
C -2.045 5.482 -1.230 -0.12 0.13 -0.02 -0.49
H 0.564 -6.574 0.676 -0.03 -0.01 -0.01 0.37
H -0.909 2.703 -2.802 -0.10 0.09 -0.13 0.46
H 2.844 -2.364 4.094 0.00 -0.01 0.01 0.28
H 3.687 4.938 -0.974 0.01 -0.02 -0.01 0.34
H 0.792 -0.708 6.444 0.00 -0.01 0.01 0.34
C 2.036 3.051 1.123 0.03 0.00 -0.17 1.09
C 0.716 -0.040 -2.811 0.01 0.14 -0.14 0.41
S -1.885 5.647 -3.999 -0.13 0.02 -0.06 1.26
C 1.909 -4.362 0.073 -0.04 0.01 0.03 -0.78
H -1.524 -2.401 -2.624 0.01 0.00 0.00 0.35
C -2.928 -4.202 1.438 0.02 0.00 0.02 -0.97
H -0.421 -0.563 5.152 0.01 0.01 0.00 0.33
H 3.562 1.638 0.535 0.02 -0.05 -0.03 0.42
H 1.980 -3.367 -0.362 0.04 0.00 0.02 -0.11
H 2.505 -2.884 -2.956 -0.03 -0.02 0.01 0.41
H 1.115 5.857 0.228 0.02 0.00 0.04 0.28
H -0.775 -5.559 -0.924 0.00 -0.01 0.01 0.30
H 0.327 -2.136 5.490 0.00 0.00 0.02 0.41
H 1.950 -5.102 -0.738 -0.02 0.00 -0.01 0.33
C -0.381 1.786 -3.009 0.18 0.23 0.08 -0.86
H -2.843 -2.483 -1.422 0.00 0.01 0.02 0.28
C 0.499 -1.056 5.451 0.01 0.01 -0.04 -1.14
H 1.268 -0.336 -6.185 0.02 0.02 0.01 0.42
N 0.030 0.940 -2.108 0.11 -0.22 0.15 0.24
H 2.424 -2.359 -5.352 0.01 0.02 0.00 0.38
C -1.269 -4.777 -1.497 0.12 0.09 -0.07 -1.24
H -0.869 -4.793 -2.516 -0.01 -0.01 -0.01 0.29
C 1.868 5.461 0.916 0.00 -0.11 -0.05 -1.00
H 2.935 -1.643 5.707 0.02 0.01 0.01 0.35
H 3.292 3.235 -1.206 0.03 0.00 -0.01 0.34
H -3.086 3.282 1.997 -0.04 0.10 -0.06 0.13
H 3.076 0.819 2.796 0.04 0.02 -0.02 0.55
H 1.358 -1.408 -1.284 0.00 0.02 0.01 -0.35
H 2.697 6.170 0.978 -0.01 0.02 0.00 0.32
N 1.532 -0.743 4.481 -0.04 -0.03 0.06 0.28
H 2.779 -4.523 0.719 0.00 0.00 -0.01 0.39
C 0.700 0.266 -4.182 -0.06 -0.02 0.08 0.06
O 1.453 3.059 2.192 0.07 0.04 0.16 -0.67
H 1.426 5.322 1.898 0.01 0.01 -0.01 0.28
H 3.638 -0.795 4.337 0.00 0.00 0.01 0.36
Br -3.819 -0.613 1.196 0.00 0.00 -0.06 -0.77
C -1.573 -2.964 3.057 0.01 -0.13 0.05 -0.70
H -2.401 -2.256 3.144 -0.01 0.03 -0.04 0.27
O -1.432 6.994 -3.694 0.03 -0.01 0.06 -0.73
C -1.761 -2.392 -1.557 0.04 -0.04 -0.03 -1.01
H -1.446 -1.435 -1.151 -0.02 -0.01 -0.01 -0.13
O -0.792 4.727 -4.345 0.04 -0.17 0.08 -0.66
C 2.886 4.198 -0.917 -0.08 0.09 0.06 -0.96
C 2.468 1.718 0.501 -0.10 -0.11 0.37 -0.71
H -0.644 -2.404 3.142 -0.01 0.00 -0.02 -0.06
H 1.187 -5.973 2.218 0.01 -0.01 -0.02 0.30
C -3.463 3.103 -1.278 -0.06 0.07 0.02 -0.21
H -0.156 2.027 -5.080 -0.09 0.12 0.05 0.27
N 2.354 4.177 0.435 -0.07 0.08 -0.02 0.10
H -3.858 2.094 1.060 0.04 -0.07 0.10 0.14
C 1.202 -0.026 3.367 -0.05 0.02 -0.02 0.72
```
Positions in Å, forces in eV/Å.

As for the gap between HOMO and LUMO: 6.92 eV. The value obtained for the electronic energy is -5507.47779 hartree. Its total charge is -1.


Computed molar mass, in the same sequence as the records: 469.93, 791.61, 133.24, 942.04 g/mol.
Computed energy above the lowest of the compared OMol25 structures with the same formula, charge and spin, in the same sequence as the records: 0.000, 0.000, 2.644, 0.000 eV.